(1)
73
Properties=species:S:1:pos:R:3:forces:R:3:mulliken_charge:R:1 method="wB97M-V/def2-TZVPD" total_charge=+3 e_above_lowest_kj_mol=0.0 energy_ha=-5149.8750
F -4.34875 0.70803 -3.47468 -0.024 0.025 -0.008 -0.219
C -1.56567 3.92677 -1.87324 -0.146 0.002 0.034 -0.603
C 0.51412 -3.08285 0.77930 0.192 0.498 0.389 0.497
H -3.69330 3.96372 4.73514 -0.010 0.041 -0.003 0.149
H -6.25563 3.60720 -1.41306 -0.021 -0.001 -0.004 0.537
N -3.89418 4.26556 3.79831 -0.034 -0.114 -0.052 -0.368
C -1.20210 -1.00099 -3.19891 0.016 0.040 0.016 -0.110
C 0.69716 2.53928 -0.16676 0.072 0.220 0.188 -0.056
H -1.95593 4.03602 -0.86533 -0.076 -0.011 -0.008 0.699
H -5.90234 0.34789 1.34746 0.004 -0.026 0.016 0.465
C -5.47925 0.97804 0.57375 -0.036 0.102 -0.045 -0.610
C -6.22244 2.00929 0.02867 0.034 -0.006 -0.035 -0.865
N 0.04057 -1.77618 0.67293 -0.418 -0.911 -0.244 0.064
C -1.51152 2.67236 -2.49087 -0.007 -0.157 -0.025 0.625
Mo -0.07660 0.33804 -0.01206 0.650 -0.008 -0.991 -0.644
C 1.27414 1.70223 -1.15339 0.115 0.148 -0.038 -0.495
H -0.30686 3.62948 -5.51122 0.005 0.000 -0.012 0.489
Br 0.49528 -0.95325 -2.34064 -0.116 -0.119 -0.118 0.094
O -1.84386 -2.33808 -0.44887 -0.034 0.190 0.148 -0.739
F -4.64407 -1.13490 -5.33558 -0.008 0.018 0.013 -0.246
H -7.23168 2.18018 0.37719 -0.010 0.028 0.010 0.486
N -0.21401 -4.12265 0.42960 0.069 -0.109 -0.043 -0.273
C -4.40105 2.55882 -1.42105 0.107 0.054 0.018 -0.860
C -5.67990 2.80578 -0.97378 0.014 -0.039 0.054 -1.124
H -1.95806 -0.32653 4.85933 0.003 0.003 0.016 0.525
H -4.01634 3.15815 -2.23269 0.057 0.033 0.015 0.540
N -1.05274 -1.55133 -0.00674 -0.096 0.152 0.143 0.490
H 2.71755 -2.29254 2.68408 0.045 0.031 -0.019 0.280
H -4.41120 5.12300 3.67291 0.015 -0.002 0.018 0.284
H -1.00437 1.61717 -4.30661 -0.023 -0.007 -0.011 0.491
C -3.61629 1.52418 -0.87988 -0.252 0.125 -0.045 -0.229
H -0.58572 -0.84329 2.86929 -0.018 0.023 0.030 0.295
C -3.52923 -1.10313 -4.64648 0.040 0.019 0.042 0.348
C -2.19937 -0.08039 -2.87684 -0.018 -0.168 -0.023 -1.012
C -1.90953 1.95253 1.83048 0.043 -0.049 0.056 -0.625
F -0.36468 -2.80648 -4.45547 0.074 0.017 0.054 -0.296
C 1.97106 0.97132 0.91580 0.152 0.252 0.024 -0.465
H -0.41661 5.84149 -4.41576 0.013 0.019 -0.007 0.446
C -1.17065 5.05862 -2.56434 0.012 -0.008 -0.048 -0.933
C -4.19311 0.73890 0.11748 0.078 -0.171 0.111 0.647
H 0.13542 3.43755 -0.36239 -0.133 -0.145 0.050 0.652
C -0.71247 4.95361 -3.87474 -0.009 0.002 0.044 -0.831
H 2.48809 0.43239 1.69145 -0.177 -0.137 0.049 0.495
H 2.72810 -0.00256 -0.93691 -0.042 -0.022 0.026 0.711
N 1.72913 -3.26371 1.28355 -0.040 -0.161 -0.030 -0.277
H 1.22324 1.87020 -2.21812 -0.118 -0.095 0.028 0.620
H -3.32288 1.74891 4.88559 -0.029 -0.008 0.001 0.483
C -2.52099 -2.01026 -4.91630 0.067 -0.001 0.044 0.517
C -1.04902 2.57344 -3.80082 0.052 0.022 -0.052 -0.814
C -2.71935 1.51070 4.01906 0.068 -0.020 0.120 -0.562
P -1.99353 1.17478 -1.57713 0.259 0.604 0.318 4.002
O -3.60006 4.02915 1.56610 0.048 0.005 -0.076 -0.509
H -4.05723 -0.88188 1.11672 0.029 -0.005 0.015 0.311
C 2.07587 0.72317 -0.47463 0.061 -0.002 0.003 -0.702
H -1.23270 6.02695 -2.08708 -0.012 0.017 0.005 0.530
F -2.66488 -2.91386 -5.85145 -0.003 0.001 -0.001 -0.237
H 2.05851 -4.21691 1.39735 0.000 0.031 0.002 0.182
C -3.35789 -0.14759 -3.64376 0.016 -0.167 -0.122 0.193
C -0.65064 3.71418 -4.48960 -0.015 -0.043 0.027 -0.795
N 2.55480 -2.20682 1.68420 -0.075 -0.053 -0.016 -0.438
H 0.90815 2.55972 2.03771 -0.097 -0.124 0.015 0.482
H 3.44562 -2.30922 1.20614 0.010 0.035 0.042 0.293
H 0.15290 -5.06046 0.51898 0.013 -0.014 -0.004 0.209
N -1.18322 0.83061 1.80848 0.021 0.026 0.096 1.345
C -1.96204 0.34343 4.01168 0.012 0.024 -0.062 -1.253
H -1.13043 -4.00055 0.01864 0.070 0.023 0.078 0.223
C 1.14907 2.09832 1.09222 -0.015 0.117 0.115 -0.367
C -1.20068 0.04528 2.90282 0.014 -0.015 -0.039 -0.566
C -1.33533 -1.94943 -4.18331 -0.213 -0.057 -0.173 0.514
O -3.45511 -0.29005 0.64773 -0.136 -0.125 -0.128 -0.247
C -3.44451 3.63123 2.70484 -0.011 0.143 0.107 0.330
H -1.89798 2.58240 0.95317 -0.031 0.016 0.054 0.932
C -2.67587 2.34282 2.91453 -0.044 -0.007 -0.154 -0.104

=====

(2)
74
Properties=species:S:1:pos:R:3:forces:R:3:mulliken_charge:R:1 method="wB97M-V/def2-TZVPD" smiles="NC(N)=O.NC(N)=O.NC(N)=O.NC(N)=O.CCO.CCO.CCO.CCO.CO" total_charge=0 e_above_lowest_kj_mol=455.7 energy_ha=-1636.8516
H -0.25149 2.62777 0.85511 0.386 -1.009 0.033 0.197
C -3.15149 1.76377 2.56611 -0.543 -0.071 1.961 -1.125
H -2.36649 0.41177 -5.49489 0.747 1.071 2.084 0.326
O -4.93849 3.44177 -0.54889 5.906 -1.801 -1.502 -0.754
O 0.09351 -0.49623 -0.47689 -0.557 0.792 -0.382 0.305
H 2.74551 -1.08223 -3.08689 1.476 0.792 1.035 0.297
H -2.31649 -0.11823 0.25511 0.090 0.297 0.403 -0.146
H -2.94149 2.28977 1.70611 0.921 1.728 -1.822 0.114
N -2.66649 3.81477 -1.04589 0.398 3.943 0.624 -0.317
H -0.48849 -1.33823 3.49711 -0.344 1.253 -1.291 -0.161
N 1.43351 2.56677 2.60411 -0.025 4.943 2.489 -0.250
H 2.28551 2.70077 3.11111 0.251 -0.518 0.111 0.299
C -0.51649 -1.32523 0.49311 -0.248 0.178 0.098 0.867
H 1.01451 -0.71623 -0.62489 1.302 -0.686 0.228 -0.176
H 3.75551 2.12977 -1.76589 1.711 -0.263 0.446 0.415
H -0.29349 -4.32823 -3.28289 -0.558 0.294 0.308 0.332
C 2.70651 2.15977 -1.79289 -0.849 -0.177 2.019 -0.543
H 2.65951 -1.31523 3.24311 0.352 0.572 -0.917 0.307
N 4.77451 -0.62123 -0.74189 5.537 0.842 3.493 -0.367
H 1.55951 -3.22623 4.66711 0.369 -0.676 1.129 0.383
N -1.18649 0.82677 -2.63289 2.433 1.547 4.822 -0.017
H -4.08649 2.20477 2.94711 0.476 -0.074 0.200 0.382
H -2.60549 1.44877 -1.78989 -1.722 0.438 1.130 0.128
H 2.43251 3.11277 -1.31689 -0.258 -0.254 -0.151 0.249
C 1.32551 -2.43423 4.00311 -1.670 0.464 -1.335 -0.143
H -2.98249 4.84677 -0.82789 1.413 -2.852 -0.852 0.262
O 2.63751 -1.55723 -0.70789 4.500 2.827 -2.530 -0.614
O 2.31951 2.13577 -3.11089 -1.294 -0.511 -1.892 -0.577
C -1.98049 -1.14623 0.28711 -0.435 -0.804 0.229 -1.000
H -1.80849 3.56477 -1.55889 -0.974 0.580 0.614 0.164
C 1.28051 1.63077 1.74411 3.804 -7.798 -1.508 0.180
N 3.56851 -0.63523 -2.59589 -1.746 0.090 -5.055 -0.294
N 0.33651 1.78077 0.85911 -2.370 0.390 -2.012 0.417
C -3.71149 3.00077 -0.94589 -6.994 1.467 1.405 0.497
H 1.99651 1.24277 -3.31389 0.195 0.558 0.010 0.364
H -0.29149 -1.08523 1.53511 0.713 0.345 -0.276 -0.702
O 2.21851 -1.38123 4.07311 0.658 0.479 1.276 -0.543
O -1.66049 -1.19123 -3.70389 -0.372 6.112 0.842 -0.667
H -0.19549 -2.32723 0.28011 -0.009 -0.702 0.171 -0.063
C 3.68851 -0.91823 -1.33489 -6.752 -4.059 2.832 0.253
H 1.10151 -3.97423 -0.76689 0.310 0.928 2.023 0.092
H -0.90249 -4.71023 -1.66089 0.224 0.550 -0.280 0.251
H 1.88351 -3.46423 -2.18889 -0.212 0.676 -0.510 0.107
C -0.11449 -1.92023 4.27611 1.310 -1.678 0.986 -0.515
H -0.75249 -2.99023 -2.21089 0.451 0.193 0.203 0.188
H -2.50849 -1.73423 1.02611 -0.361 0.186 0.428 0.535
N -1.97849 0.90277 -4.62489 -3.218 2.105 -5.590 -0.410
N -3.51249 1.75177 -1.32189 2.393 -1.210 -1.110 -0.071
O 1.64751 -5.42323 -1.91289 1.162 -2.674 -0.590 -0.594
C -1.98449 1.77577 3.57611 0.417 -0.451 -0.300 0.219
C -1.67849 0.17177 -3.61789 0.945 -9.500 -1.815 0.587
H 5.66551 -0.29923 -1.19589 -1.802 -0.490 0.307 0.220
O -1.53249 3.11277 3.82711 0.720 0.589 -0.028 -0.607
H -2.26849 1.44277 4.55511 -0.590 -0.893 0.331 0.452
O 2.02251 0.47977 1.71911 -2.710 4.923 0.289 -0.665
H -3.43349 0.82577 2.12811 0.180 -1.064 0.508 0.329
H -0.78749 0.19577 -1.90189 0.017 0.842 -0.155 -0.221
H 0.12851 0.92277 0.28011 0.136 1.074 0.414 -0.465
H -4.22349 1.07377 -1.28589 -1.053 -0.397 0.173 0.204
H -2.36549 1.83877 -4.41889 0.406 -0.847 -0.562 0.226
H 4.94551 -0.91723 0.24611 -0.841 0.470 -1.415 0.274
H -2.24549 -1.58823 -0.63989 -0.345 -0.354 -1.187 0.276
H 4.22651 -0.14023 -3.22589 -0.518 -0.605 1.179 0.198
H -0.12449 -1.33923 5.20911 -0.148 -0.364 -0.198 0.312
H -0.82949 1.79977 -2.72489 -0.181 -1.476 -0.132 0.310
H -0.90049 3.12677 4.58611 -0.866 -0.333 -1.002 0.329
C 1.15251 -4.15523 -1.79489 -0.640 2.061 0.809 0.180
C -0.29349 -3.97423 -2.23089 0.324 -2.153 -1.532 -0.907
H -1.13549 1.12077 3.23711 -0.663 0.590 0.075 -0.101
H 0.92551 3.46677 2.42211 0.641 -1.436 0.489 0.185
H 2.28551 1.30977 -1.19589 0.359 0.850 -0.287 0.027
H 2.54051 -5.45123 -1.50189 -1.104 0.064 -0.472 0.356
H 1.40751 -2.89123 3.00711 -0.412 0.018 -0.016 0.111
H -0.75349 -2.80423 4.30111 -0.247 0.058 0.502 0.312

=====

(3)
99
Properties=species:S:1:pos:R:3:forces:R:3:mulliken_charge:R:1 method="wB97M-V/def2-TZVPD" total_charge=-1 energy_ha=-5734.4216
Hg 1.91151 -0.66559 1.55084 -0.488 -0.501 0.104 0.313
H -3.88524 0.31539 0.37985 0.272 0.080 -0.054 0.130
H -0.30578 3.52073 1.25167 -0.005 0.288 0.027 -0.063
S -2.37104 -3.05687 -4.81114 0.203 0.459 -0.758 1.042
H -2.32577 -3.94407 4.96140 0.019 -0.132 0.100 0.322
H 3.55653 1.49634 0.56464 -0.012 -0.121 0.152 0.306
H -0.87499 -5.00287 4.92293 -0.154 -0.182 -0.077 0.316
C 1.30078 -3.18445 -1.32855 -0.150 -0.067 -0.024 1.546
H 0.69163 2.76495 -3.48191 -0.132 0.678 0.388 0.296
C 3.54811 4.78714 1.30497 -0.511 0.356 -1.041 -0.608
O -2.96870 3.89896 0.57227 -0.093 0.330 -0.083 -0.314
O 7.94118 3.21687 1.43112 -0.202 0.232 0.165 -0.588
O -4.55566 -2.63706 0.46805 0.083 -0.036 -0.039 -0.419
O -5.34686 -0.72517 -0.59952 0.090 0.155 -0.112 -0.430
O 2.58815 3.58057 -3.75248 0.061 0.572 -0.017 -0.368
O -2.96825 5.68127 -1.15299 -0.249 0.090 -0.468 -0.583
S 3.27311 2.88088 -4.99950 0.181 -0.216 0.219 1.119
H -2.72361 -4.32734 2.65718 -0.009 0.330 -0.019 0.217
C -3.38239 -1.79974 0.21042 -0.798 -0.584 0.180 1.486
O 4.66667 2.80133 -4.74687 0.328 -0.043 0.124 -0.576
H -1.53114 -0.33943 -5.03429 0.327 -0.021 0.179 0.382
H 2.89207 5.64101 1.17826 -0.004 0.024 0.472 0.411
O 2.80949 -4.68399 -0.33998 -0.227 -0.167 0.186 -0.456
O 2.58814 1.46961 -4.81671 -0.283 -0.163 -0.297 -0.363
S -2.56674 5.38968 0.17290 0.519 -0.663 -0.107 1.100
C -1.22596 0.61546 4.74268 0.301 -1.160 0.618 -0.283
C 2.51971 -5.19222 -1.66084 0.019 0.456 -0.472 -0.551
H -2.13229 2.80750 -1.02654 -0.235 0.173 0.044 0.118
C 2.00264 -3.97377 -2.42514 0.202 0.139 -0.128 -0.624
H -1.36189 -1.49581 -2.20336 0.604 0.641 0.119 -0.616
O -1.56009 -2.98071 -3.46622 0.531 -0.229 -0.279 -0.265
C 5.75030 3.89802 1.47684 -0.693 -0.102 0.109 0.151
H -3.51044 -0.18278 -1.30568 0.121 -0.012 0.067 -0.204
C -1.36493 0.88236 3.23505 -0.428 0.565 0.454 0.924
H 1.39439 -4.22102 -3.29330 -0.190 -0.103 0.163 0.393
O 7.46345 5.06252 2.44895 0.017 -0.226 -0.196 -0.586
H -2.80590 -2.38304 -0.49315 0.356 0.125 -0.078 -0.057
H -0.89558 1.44053 5.36793 -0.243 0.316 -0.271 0.317
C -0.70296 3.75173 0.26159 1.652 -0.183 0.311 0.974
O -1.48108 -3.02298 -5.92598 0.130 0.160 0.182 -0.600
C -0.07268 -2.68967 3.34139 -0.916 0.592 -0.411 0.302
O -3.05258 -1.62076 -4.65077 -0.204 -0.314 0.347 -0.401
O 0.80495 1.20741 1.03177 -0.399 0.941 -0.487 -1.149
O -3.31681 -1.39646 3.58743 0.122 -0.768 -0.536 -0.388
H -0.56343 -0.22624 4.95476 0.165 0.129 -0.285 0.193
C -1.11422 -1.60508 -3.25415 -0.984 -0.233 0.284 0.977
O -2.52432 0.19517 5.23261 -0.076 0.400 -0.115 -0.452
C -0.71352 -3.46042 2.22125 0.485 -0.594 0.334 1.447
H -0.92941 0.12271 2.59754 -0.008 -0.099 -0.122 -0.405
H 2.99789 0.89452 -2.87520 0.056 0.420 0.133 0.270
H 1.75853 2.83661 -1.98740 -0.126 0.380 -0.006 -0.333
H 1.37049 0.57608 -3.35814 -0.159 0.143 -0.373 -0.246
C 2.06488 -3.59353 -0.10009 0.341 0.452 -0.337 0.162
O -3.34248 -4.07294 -4.74874 -0.504 -0.289 0.374 -0.557
O -0.21183 -0.91232 0.31012 -0.558 0.387 -0.588 0.037
C 4.89157 4.98100 1.53133 0.700 0.212 0.554 -0.477
C 5.27918 2.64462 1.16088 0.230 -0.978 -0.262 -0.372
H 0.07454 3.54198 -0.46735 -0.165 -0.305 -0.049 -0.566
H -0.97985 1.86329 2.97946 0.096 -0.082 -0.218 -0.004
S -5.87378 -1.76562 0.46686 0.105 -0.290 0.090 1.019
H -1.10156 -2.76786 1.48139 -0.039 0.176 -0.005 -0.755
H 5.32715 5.93490 1.79727 -0.237 0.105 -0.110 0.446
C 2.16658 1.30830 -3.44978 0.409 -0.457 0.684 0.210
O 2.14664 -3.01655 0.96226 0.256 -0.535 0.235 -0.482
O -2.80408 0.96131 3.03058 -0.034 -0.305 -0.238 -0.271
H -0.06853 -1.44996 -3.49547 0.099 -0.282 0.175 -0.061
H 2.85568 -3.40617 -2.80605 0.005 0.010 0.094 0.284
O -4.78565 0.42558 4.34281 -0.944 0.223 0.148 -0.616
C -3.93806 -0.48486 -0.35556 -0.416 0.235 0.243 0.585
H -2.90061 -1.68037 1.16840 0.397 0.256 -0.034 -0.970
O 2.83489 3.43545 -6.22461 -0.324 0.230 -0.266 -0.573
O -2.95809 6.23090 1.23434 0.003 0.457 0.504 -0.586
O -6.05951 -1.17199 1.74183 0.239 0.446 0.162 -0.501
H 3.44710 -5.55005 -2.09848 0.005 -0.282 0.232 0.392
P 0.47802 0.36369 -0.29646 -0.023 -1.905 1.591 1.651
O 1.94923 -0.17179 -0.61900 0.316 0.360 -0.916 -1.386
C -1.41944 -4.20656 4.42288 -0.151 0.915 -0.141 -0.462
H -2.43022 0.08486 -3.58010 -0.426 -0.168 -0.078 0.183
C -1.97610 3.00777 0.03516 -0.295 -0.311 -0.837 0.939
C 1.69397 2.70873 -3.05996 -0.033 -1.610 -0.431 0.585
O -0.25949 0.99902 -1.42893 0.108 0.675 -0.263 -0.486
O 0.69648 -1.75437 3.24101 0.630 0.049 0.630 -0.451
H 0.09608 -4.01468 1.74419 -0.048 0.113 -0.131 -0.044
C -1.67446 -4.42400 2.91687 0.394 -0.692 0.378 -0.813
O -6.93416 -2.50605 -0.09657 -0.297 -0.304 -0.393 -0.604
H -1.37887 -5.45302 2.70583 -0.183 0.029 -0.238 0.397
H 2.02222 3.30239 0.77651 -0.025 0.323 -0.038 0.874
O -0.55550 -3.03338 4.52685 0.263 -0.277 -0.148 -0.464
N 7.15513 4.07118 1.80625 0.553 0.121 0.025 0.953
S -3.51454 -0.05940 4.01462 1.101 0.631 0.412 1.059
C -2.02726 -0.74588 -4.15326 0.414 0.428 -0.290 -0.158
H -2.02994 2.06055 0.55512 0.048 0.006 0.251 -0.544
C 3.93141 2.44514 0.92512 -0.059 0.574 -0.450 -0.348
H 1.77697 -5.98581 -1.58174 0.066 -0.073 0.035 0.269
C 3.06395 3.53361 0.96349 0.084 -0.752 0.423 -0.784
H 0.24662 -3.46122 -1.23850 0.026 -0.014 0.194 -0.133
H 1.35006 -2.09685 -1.37968 0.008 0.030 -0.089 -0.751
O -0.97097 5.16151 0.14362 -1.154 0.040 0.376 -0.380
H 5.95116 1.80158 1.05884 0.154 0.174 0.132 0.433

=====

(4)
15
Properties=species:S:1:pos:R:3:forces:R:3:mulliken_charge:R:1 method="wB97M-V/def2-TZVPD" smiles="C=CC(=[NH2+])C(O)O" total_charge=+1 e_above_lowest_kj_mol=168.5 energy_ha=-362.1493
C 1.46196 -0.24425 -0.11612 -0.742 0.923 0.308 -0.468
H 0.36092 -2.50553 -0.31636 0.108 -0.492 -0.087 0.260
C -1.03363 0.42184 0.33804 -1.692 0.170 1.160 0.176
H 1.07144 1.78336 -0.08230 0.719 0.115 0.836 0.338
N -0.36280 -1.82640 -0.15357 0.795 -0.730 -0.049 -0.243
H 2.15207 -1.03425 -0.26341 0.636 -0.734 0.060 0.303
C 0.04302 -0.60724 -0.06222 0.228 1.644 0.599 0.752
C 1.86553 1.03882 0.05989 -0.118 -0.576 -1.762 -0.688
H -2.94688 -0.13062 0.72541 1.744 -0.052 -1.923 0.375
H -1.30509 -2.19631 0.00656 0.281 0.874 -0.255 0.276
O -2.23440 -0.26562 -0.00076 -1.594 0.896 1.852 -0.570
H -1.03443 0.45516 1.52724 0.611 0.695 -2.490 0.310
O -0.97817 1.74808 -0.27012 0.389 -2.355 1.799 -0.472
H 2.94345 1.31643 -0.01813 -1.095 -0.267 0.422 0.304
H -1.30630 1.66223 -1.16632 -0.269 -0.111 -0.471 0.346

=====

Record-wise HOMO-LUMO gap values, in eV: 6.16 9.02 7.12 9.93
Record-wise HOMO level values, in eV: -16.2 -9.1 -6.9 -15.3
Record-wise F_max values, in eV Å⁻¹: 1.185 9.718 2.482 2.989